Record 1
Below is 2 unconnected molecules or ions with the total composition C21H28ClN7O2S, with properties calculated with wB97M-V/def2-TZVPD.

Geometry as XYZ:
```
60
Properties=species:S:1:pos:R:3:mulliken_charge:R:1
C 1.0059 -4.1763 -5.5339 -0.91
N 0.6534 -2.8247 -5.1007 -0.19
C 1.4698 -2.0135 -4.4120 0.04
O 2.6023 -2.3631 -4.1049 -0.67
C 0.9289 -0.6172 -4.0189 0.21
C 1.4437 -0.1072 -2.6557 -1.04
C 1.3133 -1.1046 -1.5197 0.54
C 0.0686 -1.3274 -0.9002 -0.10
C -0.0667 -2.3553 0.0495 -0.82
C 1.0427 -3.1464 0.3954 -0.49
C 2.2965 -2.8906 -0.1827 -0.80
C 2.4313 -1.8680 -1.1347 -0.37
N -0.5424 -0.5778 -4.0236 -0.28
C -1.3357 0.4187 -4.4100 0.67
C -0.7454 1.6716 -5.0236 -1.07
O -2.5432 0.3201 -4.2734 -0.67
H 0.2843 -4.5391 -6.2671 0.36
H 2.0013 -4.1746 -5.9840 0.29
H 1.0151 -4.8485 -4.6737 0.29
H -0.2592 -2.4719 -5.3439 0.26
H 1.3029 0.0624 -4.7836 0.47
H 0.9181 0.8094 -2.3857 0.24
H 2.4971 0.1524 -2.7693 0.56
H -0.7915 -0.7333 -1.1748 0.53
H -1.0268 -2.5440 0.5084 0.46
H 0.9351 -3.9413 1.1205 0.40
H 3.1516 -3.4943 0.0871 0.42
H 3.3866 -1.7122 -1.6170 0.41
H -1.0217 -1.3497 -3.5856 0.34
H -1.5559 2.3604 -5.2587 0.33
H -0.2168 1.4147 -5.9390 0.30
H -0.0681 2.1429 -4.3149 0.30
C -3.1882 0.2794 3.6162 -0.92
C -2.1933 -0.1414 4.6977 -0.66
N -1.7932 1.0258 5.5022 0.14
C -2.2960 1.4126 6.7228 0.59
S -3.4324 0.5258 7.7206 -0.30
N -1.8124 2.5793 7.0557 -0.65
N -0.9821 2.9922 6.0442 -0.39
C -0.9605 2.0612 5.1177 0.23
C -0.1849 2.1229 3.8676 0.46
N 0.6017 1.1671 3.4139 -0.99
N 1.1124 1.6244 2.2354 0.86
C 2.1011 0.8713 1.4554 -0.71
C 0.6139 2.8824 1.9098 0.48
C 0.9150 3.6963 0.6816 -1.31
C -0.2191 3.2279 2.9298 0.03
Cl -1.1929 4.6735 3.0709 -0.23
H -3.5022 -0.5920 3.0342 0.37
H -4.0742 0.7330 4.0704 0.30
H -2.7344 1.0046 2.9345 0.24
H -2.6472 -0.9037 5.3383 0.41
H -1.3108 -0.5954 4.2353 0.31
H -3.4348 1.4584 8.6951 0.18
H 1.9588 1.0395 0.3851 0.15
H 3.1127 1.1777 1.7345 0.30
H 1.9911 -0.1999 1.6483 0.26
H 0.3858 4.6532 0.7102 0.35
H 0.6028 3.1549 -0.2159 0.21
H 1.9882 3.8973 0.6188 0.32
```

Energy ... -2209.1957 hartree
F_max ... 2.18 eV Å⁻¹
HOMO level ... -8.37 eV

Record 2
Below is a molecular structure, C21H28CuF3N7O3PS2, with properties calculated with wB97M-V/def2-TZVPD.

Geometry as XYZ:
```
66
Properties=species:S:1:pos:R:3:mulliken_charge:R:1
Cu 0.1277 0.2998 0.3136 -0.17
N -0.0117 -1.8954 4.0171 -0.23
C -0.0494 -1.2240 5.2568 0.24
C -0.3366 -1.8970 6.4325 -0.70
C -0.3650 -1.2034 7.6361 -0.64
C -0.1505 0.1643 7.6581 -0.56
C 0.1036 0.8436 6.4724 -0.70
C 0.1853 0.1479 5.2778 0.71
S 0.6255 0.9375 3.7609 -0.21
N -0.2321 -0.0038 2.6331 0.34
C -0.3810 -1.2492 2.8551 0.36
C -0.9849 -2.0939 1.7743 0.35
C -1.7139 -3.2424 2.0524 -1.08
C -2.2313 -3.9780 0.9950 -0.59
C -1.9984 -3.5480 -0.2982 -0.94
C -1.2744 -2.3774 -0.4870 -0.38
N -0.7910 -1.6652 0.5232 0.74
H -0.1317 -2.8928 4.0415 0.27
H -0.5255 -2.9643 6.4085 0.33
H -0.5681 -1.7375 8.5546 0.38
H -0.1843 0.7067 8.5931 0.38
H 0.2606 1.9147 6.4745 0.40
H -1.9082 -3.5451 3.0725 0.49
H -2.8115 -4.8715 1.1849 0.42
H -2.3723 -4.0966 -1.1509 0.46
H -1.0626 -1.9867 -1.4759 0.67
F 0.9936 1.5999 -5.0051 -0.23
C 0.7692 2.0559 -3.7759 0.63
F -0.5292 2.3796 -3.6814 -0.21
F 1.4778 3.1794 -3.6126 -0.26
S 1.2317 0.8065 -2.5017 1.05
O 1.4086 1.6449 -1.3107 -0.88
O 2.4515 0.2305 -3.0062 -0.63
O 0.0785 -0.0631 -2.4262 -0.59
N 4.3372 1.3793 -1.0959 -0.27
C 5.0113 0.3870 -0.5005 0.61
N 6.3402 0.2942 -0.7468 -0.41
N 4.4989 -0.5057 0.3154 -0.77
C 3.2105 -0.4946 0.5472 0.51
N 2.0900 -0.5983 0.8282 -0.39
H 4.7524 1.8013 -1.9097 0.31
H 3.3220 1.3250 -1.1417 0.01
H 6.8381 1.0827 -1.1176 0.23
H 6.8506 -0.3614 -0.1821 0.27
C -1.8564 4.8048 -0.1863 -1.40
C -0.8746 3.6436 -0.0644 -0.34
P -1.5622 1.9547 0.1635 0.99
C -2.8365 1.8587 -1.1605 -0.82
C -3.1540 0.4210 -1.5710 -1.02
C -2.5467 2.1157 1.7050 -0.69
C -3.4205 0.8945 1.9778 -1.08
H -1.3210 5.7335 -0.3886 0.44
H -2.4320 4.9536 0.7282 0.33
H -2.5603 4.6495 -1.0046 0.29
H -0.1859 3.8018 0.7711 0.48
H -0.2396 3.5744 -0.9538 0.13
H -2.4342 2.3978 -2.0221 0.42
H -3.7345 2.3948 -0.8387 0.54
H -2.2569 -0.0544 -1.9734 0.01
H -3.9282 0.4015 -2.3398 0.50
H -3.5052 -0.1741 -0.7264 0.23
H -3.1584 3.0204 1.6590 0.63
H -1.8278 2.2429 2.5190 0.27
H -4.2215 0.8075 1.2428 0.35
H -3.8830 0.9617 2.9633 0.39
H -2.8295 -0.0269 1.9439 0.04
```

Energy ... -4503.9576 hartree
F_max ... 0.56 eV Å⁻¹
HOMO level ... -7.19 eV